Entry 1:
{"formula": "C2HI3", "method": "ωB97M-V/def2-TZVPD", "symbols": ["C", "C", "I", "I", "I", "H"], "positions_angstrom": [[0.62409, -0.30583, 0.02072], [-0.46915, 0.41787, 0.00627], [0.73510, -2.38240, -0.00328], [-0.43025, 2.51799, -0.00630], [-2.38417, -0.46319, 0.00530], [1.92438, 0.21555, -0.02271]], "atomic_forces_ev_per_a": [[4.9, 1.1, -0.3], [-0.6, 0.3, 0.0], [0.0, 0.2, 0.0], [0.1, -0.4, 0.0], [0.3, 0.3, 0.0], [-4.6, -1.5, 0.2]], "mulliken_charge": [-0.392, -0.222, 0.103, 0.122, 0.133, 0.255], "e_homo_ha": -0.334}

***

Entry 2:
{"formula": "C40H81Br33N4OPS", "method": "ωB97M-V/def2-TZVPD", "symbols": ["C", "C", "C", "C", "C", "C", "O", "N", "C", "N", "C", "N", "Br", "N", "P", "S", "H", "H", "H", "H", "H", "H", "H", "H", "H", "H", "H", "H", "H", "H", "H", "H", "H", "Br", "C", "C", "Br", "H", "H", "H", "H", "Br", "C", "C", "Br", "H", "H", "H", "H", "Br", "C", "C", "Br", "H", "H", "H", "H", "Br", "C", "C", "Br", "H", "H", "H", "H", "Br", "C", "C", "Br", "H", "H", "H", "H", "Br", "C", "C", "Br", "H", "H", "H", "H", "Br", "C", "C", "Br", "H", "H", "H", "H", "Br", "C", "C", "Br", "H", "H", "H", "H", "Br", "C", "C", "Br", "H", "H", "H", "H", "Br", "C", "C", "Br", "H", "H", "H", "H", "Br", "C", "C", "Br", "H", "H", "H", "H", "Br", "C", "C", "Br", "H", "H", "H", "H", "Br", "C", "C", "Br", "H", "H", "H", "H", "Br", "C", "C", "Br", "H", "H", "H", "H", "Br", "C", "C", "Br", "H", "H", "H", "H", "Br", "C", "C", "Br", "H", "H", "H", "H"], "positions_angstrom": [[-2.28200, 0.92030, -2.18257], [-3.75088, 1.22322, -2.84471], [-3.55146, 2.43810, -3.93038], [-4.54410, -0.09353, -3.41392], [-5.56316, 0.24803, -4.69551], [-3.52644, -1.28150, -4.00132], [-2.75074, -0.64429, -5.07536], [-1.70892, -1.39212, -5.47497], [-1.07472, -2.65246, -4.93225], [0.09506, -2.90486, -5.88985], [0.04091, -1.78068, -6.90223], [0.83814, -1.46506, -7.97948], [2.34334, -2.51821, -8.36167], [-1.12321, -0.84932, -6.64110], [-1.72846, 0.59705, -7.48950], [-0.60727, 2.15909, -7.19488], [-2.34743, 0.30286, -1.17774], [-1.54476, 0.40839, -2.96878], [-1.78398, 1.96991, -1.93748], [-4.42645, 1.65835, -1.96178], [-3.10700, 3.36169, -3.31824], [-2.70869, 2.18536, -4.73521], [-4.53748, 2.82827, -4.42525], [-5.21061, -0.50422, -2.52304], [-5.91352, -0.82357, -5.08570], [-4.96007, 0.71536, -5.61349], [-6.48739, 0.89625, -4.38455], [-4.20553, -2.11706, -4.46897], [-2.90242, -1.64623, -3.08157], [-1.44201, -3.26019, -3.99990], [0.65775, -0.61829, -8.59282], [-3.09308, 0.97335, -7.09630], [-1.83170, 0.30985, -8.92700], [2.35527, 0.99677, -8.56285], [3.49714, 2.54235, -8.89563], [3.97541, 3.15773, -7.60143], [2.56789, 4.21288, -6.75885], [2.92427, 3.23408, -9.51980], [4.34092, 2.15311, -9.47260], [4.78800, 3.86563, -7.78778], [4.30491, 2.41930, -6.86523], [-0.06302, 3.77992, -2.53796], [1.69914, 2.99720, -2.24547], [2.17900, 2.25665, -3.47174], [1.29362, 0.52722, -3.64360], [1.62359, 2.36344, -1.35727], [2.35391, 3.84551, -2.02638], [3.24433, 2.02332, -3.38945], [2.00190, 2.79999, -4.40409], [5.46523, 1.59445, -0.06627], [6.30312, 0.39412, -1.35491], [7.11898, 1.16262, -2.36792], [5.97398, 2.00864, -3.70118], [5.50301, -0.20155, -1.80352], [6.94568, -0.25954, -0.75808], [7.76483, 0.48702, -2.93589], [7.72974, 1.95345, -1.92361], [-5.20549, -3.88393, -0.70929], [-3.98220, -4.99907, -1.74053], [-2.65992, -5.16342, -1.02852], [-1.55936, -3.56278, -1.20486], [-3.88902, -4.54088, -2.72929], [-4.49016, -5.96283, -1.83804], [-2.07201, -5.96407, -1.48621], [-2.76482, -5.36239, 0.04165], [-4.45770, -7.19011, 2.20613], [-3.30114, -8.76037, 2.21564], [-2.29189, -8.70304, 1.09290], [-3.11264, -9.15438, -0.61795], [-3.95305, -9.63736, 2.16922], [-2.79908, -8.73744, 3.18712], [-1.50915, -9.45280, 1.23891], [-1.82878, -7.71941, 0.97518], [-8.14179, -0.86665, 3.33738], [-8.56653, -1.35127, 1.49668], [-7.31197, -1.51733, 0.67149], [-6.55542, 0.21226, 0.18106], [-9.24106, -0.58136, 1.11133], [-9.10806, -2.29874, 1.57016], [-7.53761, -2.00844, -0.27932], [-6.52485, -2.07584, 1.18564], [-12.77801, -4.90124, 3.99374], [-12.22050, -3.03256, 4.01906], [-12.79064, -2.27576, 2.84237], [-11.81585, -2.68178, 1.20246], [-11.12725, -3.02593, 4.05119], [-12.60959, -2.63281, 4.95989], [-12.67282, -1.19760, 2.98319], [-13.84389, -2.49946, 2.65137], [4.19516, 4.02125, 2.18207], [4.63662, 3.97068, 4.08101], [4.85009, 2.55226, 4.55527], [3.15127, 1.62319, 4.79024], [3.83164, 4.48893, 4.60987], [5.55893, 4.55129, 4.17374], [5.31835, 2.54211, 5.54359], [5.45071, 1.95030, 3.86771], [5.35321, 6.16406, -9.72027], [7.11538, 5.38135, -9.42779], [7.59523, 4.64080, -10.65406], [6.70985, 2.91136, -10.82591], [7.03982, 4.74759, -8.53959], [7.77014, 6.22966, -9.20869], [8.66056, 4.40746, -10.57176], [7.41813, 5.18413, -11.58640], [0.23713, 4.22081, 4.76754], [0.79464, 6.08949, 4.79287], [0.22450, 6.84629, 3.61618], [1.19928, 6.44027, 1.97627], [1.88789, 6.09611, 4.82500], [0.40555, 6.48924, 5.73370], [0.34232, 7.92445, 3.75700], [-0.82875, 6.62259, 3.42518], [-1.30780, 8.09255, 7.57862], [-2.33062, 6.48614, 7.99898], [-2.01007, 5.98114, 9.38630], [-0.29283, 5.05692, 9.42192], [-2.11824, 5.75726, 7.21166], [-3.37885, 6.79129, 7.93225], [-2.74193, 5.23276, 9.70327], [-1.96096, 6.77501, 10.13676], [7.61190, 1.48111, 7.51338], [8.44978, 0.28079, 6.22475], [9.26565, 1.04928, 5.21173], [8.12065, 1.89531, 3.87847], [7.64967, -0.31489, 5.77613], [9.09234, -0.37288, 6.82157], [9.91150, 0.37368, 4.64377], [9.87641, 1.84011, 5.65604], [8.08009, 4.69132, 0.10724], [8.20302, 5.60695, 1.82477], [9.63665, 5.94018, 2.16550], [10.59940, 4.36231, 2.78825], [7.71901, 4.96349, 2.56500], [7.61335, 6.52005, 1.70270], [9.68100, 6.64712, 2.99881], [10.20070, 6.34560, 1.32091], [-4.16541, -9.68274, -4.71638], [-3.11478, -11.17579, -4.03052], [-3.52445, -12.47681, -4.68009], [-5.19987, -13.14130, -3.93455], [-3.23352, -11.17695, -2.94325], [-2.07791, -10.93084, -4.27802], [-2.79037, -13.26025, -4.47155], [-3.66585, -12.39656, -5.76148], [-0.30625, -7.26879, 4.01955], [0.74438, -8.76184, 4.70541], [0.33471, -10.06286, 4.05584], [-1.34070, -10.72735, 4.80138], [0.62564, -8.76300, 5.79268], [1.78125, -8.51690, 4.45791], [1.06879, -10.84630, 4.26438], [0.19331, -9.98261, 2.97445], [-0.47474, 7.61782, 13.38835], [0.57589, 6.12477, 14.07421], [0.16622, 4.82375, 13.42464], [-1.50919, 4.15926, 14.17018], [0.45716, 6.12361, 15.16148], [1.61277, 6.36972, 13.82671], [0.90030, 4.04031, 13.63318], [0.02482, 4.90400, 12.34325]], "atomic_forces_ev_per_a": [[0.2, 0.4, -0.2], [0.0, 0.7, 0.5], [0.8, 0.6, 0.6], [-0.2, 0.2, -1.1], [0.6, -1.1, -0.1], [-2.3, 0.5, 2.0], [-0.6, -0.5, 1.3], [2.1, -3.8, 1.0], [1.5, 4.2, -5.6], [-3.6, 4.4, -0.4], [-2.2, -0.1, 2.3], [-1.1, -0.8, 1.3], [-0.8, 0.5, 0.2], [2.0, -4.4, 1.2], [0.1, 3.0, -0.4], [-0.6, -1.0, 0.0], [0.1, 1.1, -2.2], [-1.7, 1.0, 1.8], [-1.2, -2.5, -0.4], [1.4, -0.9, -2.0], [-1.0, -2.0, -1.3], [-1.9, 0.4, 1.6], [1.9, -1.0, 0.9], [1.6, 0.4, -2.0], [0.4, 2.4, 0.8], [-1.4, -0.7, 2.2], [1.9, -1.2, -0.7], [1.6, 1.4, 0.9], [-0.7, 0.6, -2.1], [0.9, 1.5, -1.9], [0.3, -1.5, 1.1], [1.0, -1.5, -0.1], [0.0, -0.7, 1.4], [0.6, 0.4, 0.0], [0.3, 0.1, -0.3], [0.0, 0.1, 0.1], [0.1, -0.1, 0.0], [0.2, -0.1, 0.2], [-0.2, 0.1, 0.2], [-0.2, -0.1, -0.1], [-0.1, 0.1, -0.2], [0.2, 0.2, 0.0], [0.0, 0.2, 0.1], [0.2, 0.0, 0.0], [0.0, -0.1, -0.1], [0.0, 0.1, -0.3], [-0.1, -0.2, -0.1], [-0.2, 0.0, 0.1], [-0.1, -0.1, 0.3], [0.0, -0.1, -0.1], [0.0, 0.0, 0.3], [0.2, -0.2, -0.2], [0.1, 0.1, 0.0], [0.3, 0.2, 0.0], [0.0, 0.1, -0.2], [-0.1, 0.1, 0.1], [-0.2, -0.2, 0.0], [0.1, 0.0, -0.2], [-0.3, -0.2, 0.1], [0.1, -0.2, -0.2], [0.0, 0.1, 0.0], [0.1, -0.1, 0.3], [0.2, 0.1, 0.1], [-0.2, 0.1, 0.0], [-0.1, 0.1, -0.3], [0.0, -0.1, -0.1], [0.0, 0.1, 0.3], [0.1, -0.2, 0.0], [0.0, 0.2, -0.1], [0.2, 0.2, -0.1], [0.0, 0.0, -0.3], [-0.2, 0.1, 0.0], [-0.2, -0.2, 0.1], [-0.1, 0.0, -0.1], [0.0, -0.2, 0.2], [-0.1, 0.0, -0.2], [0.1, -0.1, 0.0], [0.2, -0.2, 0.0], [0.2, 0.2, -0.1], [-0.1, 0.1, 0.2], [-0.2, 0.2, 0.0], [0.1, 0.1, 0.0], [-0.1, -0.1, 0.2], [0.1, 0.3, 0.0], [-0.3, -0.1, 0.0], [-0.3, 0.1, -0.1], [0.0, 0.0, -0.2], [0.0, -0.2, 0.0], [0.3, 0.0, 0.1], [0.0, 0.1, 0.1], [0.2, 0.1, -0.1], [-0.2, -0.1, 0.2], [0.1, 0.0, -0.1], [0.2, -0.2, -0.1], [-0.1, -0.2, 0.0], [0.0, 0.0, -0.2], [-0.3, 0.3, 0.2], [0.0, -0.1, 0.1], [0.0, 0.3, 0.0], [0.2, -0.1, 0.0], [0.0, 0.1, -0.1], [0.1, 0.1, -0.3], [-0.1, -0.2, -0.1], [-0.2, 0.1, 0.0], [0.0, -0.1, 0.3], [0.1, 0.1, 0.0], [-0.2, -0.1, 0.2], [0.1, 0.2, -0.1], [-0.2, 0.0, 0.1], [-0.3, 0.1, -0.1], [0.1, 0.0, -0.2], [0.0, -0.2, 0.1], [0.3, 0.0, 0.1], [0.0, -0.1, -0.1], [-0.2, 0.1, -0.1], [0.0, -0.2, 0.1], [0.0, 0.1, 0.0], [0.0, 0.1, 0.3], [0.2, -0.1, 0.1], [0.1, 0.1, -0.1], [0.0, -0.1, -0.2], [-0.1, -0.1, -0.1], [0.1, -0.1, 0.2], [0.1, -0.1, -0.2], [0.2, -0.1, 0.1], [0.2, 0.2, 0.0], [-0.1, 0.1, -0.1], [-0.1, 0.1, 0.1], [-0.2, -0.2, 0.0], [0.0, 0.0, 0.1], [-0.1, 0.1, -0.2], [0.1, 0.0, 0.3], [0.1, 0.2, -0.2], [0.2, 0.1, -0.2], [0.1, -0.1, 0.0], [-0.1, -0.1, -0.2], [-0.2, -0.1, 0.2], [0.0, 0.0, 0.1], [0.2, 0.1, -0.1], [0.0, -0.3, 0.1], [0.1, 0.1, -0.1], [0.0, -0.1, -0.3], [-0.2, -0.1, 0.0], [-0.1, 0.2, 0.0], [0.1, 0.1, 0.3], [0.0, 0.0, 0.1], [0.2, 0.2, -0.1], [0.0, -0.3, 0.2], [0.1, 0.0, -0.1], [0.0, -0.1, -0.3], [-0.2, -0.1, 0.0], [-0.1, 0.2, 0.0], [0.1, 0.1, 0.3], [0.0, -0.1, 0.1], [0.2, 0.1, -0.1], [0.0, -0.2, 0.1], [0.0, 0.1, -0.1], [0.0, -0.1, -0.3], [-0.2, -0.1, 0.0], [-0.1, 0.2, 0.0], [0.1, 0.1, 0.3]], "mulliken_charge": [-0.535, 0.317, -0.772, 0.470, -1.119, -0.362, 0.020, 0.648, 0.142, -0.563, 0.561, -0.430, 0.076, -0.285, -0.006, -0.174, 0.204, -0.057, 0.087, 0.179, 0.308, -0.030, 0.281, -0.097, 0.337, 0.168, 0.294, 0.309, 0.099, 0.151, 0.210, 0.116, 0.168, -0.033, -0.330, -0.204, -0.188, 0.419, 0.047, -0.088, 0.408, -0.131, -0.601, 0.411, -0.121, 0.406, 0.384, -0.279, -0.001, -0.058, -0.694, -0.462, -0.116, 0.357, 0.392, 0.362, 0.220, -0.096, -0.464, -0.442, -0.120, 0.297, 0.348, 0.346, 0.263, -0.151, -0.333, -0.354, -0.126, 0.434, 0.078, 0.148, 0.321, -0.160, -0.539, -0.579, -0.131, 0.439, 0.216, 0.332, 0.360, -0.119, -0.503, -0.565, -0.141, 0.278, 0.344, 0.333, 0.397, -0.090, -0.367, -0.395, -0.162, 0.263, 0.329, 0.181, 0.192, -0.117, -0.596, -0.562, -0.107, 0.336, 0.374, 0.349, 0.381, -0.119, -0.194, -0.573, -0.157, 0.281, 0.021, 0.359, 0.373, -0.157, -0.533, -0.575, -0.143, 0.318, 0.363, 0.373, 0.359, -0.153, -0.583, -0.603, -0.062, 0.359, 0.367, 0.356, 0.376, -0.104, -0.332, -0.541, -0.136, 0.000, 0.389, 0.357, 0.380, -0.133, -0.496, -0.568, -0.129, 0.229, 0.339, 0.345, 0.376, -0.131, -0.542, -0.482, -0.110, 0.367, 0.342, 0.363, 0.227, -0.141, -0.572, -0.186, -0.125, 0.383, 0.339, 0.337, -0.032], "charge": 1, "e_homo_ha": -0.396}

***

no.,M (g mol⁻¹),energy (a.u.)
1,405.74,-969.8128
2,3333.99,-87548.4614